{"formula": "C16H24N6", "method": "ωB97M-V/def2-TZVPD", "species": ["H", "C", "C", "H", "N", "H", "H", "C", "N", "C", "C", "H", "H", "H", "N", "H", "C", "H", "N", "H", "H", "C", "C", "C", "N", "H", "C", "C", "H", "H", "H", "H", "H", "N", "H", "H", "C", "C", "H", "C", "H", "H", "C", "H", "C", "H"], "xyz": [[-0.980, -3.077, -2.815], [2.599, 3.690, 0.079], [2.890, 1.247, 0.786], [0.532, 2.084, 1.213], [3.502, 0.748, 1.889], [-2.934, -4.276, -2.534], [3.390, 4.096, -0.194], [0.661, -1.292, -0.473], [3.946, 2.711, 2.032], [-2.013, -2.069, -0.939], [-1.054, -2.300, -1.832], [-4.334, -2.788, 0.329], [0.409, 3.257, 2.698], [2.298, 3.097, -0.748], [-3.252, -2.602, -1.464], [-5.848, -1.779, -2.004], [-0.053, 2.906, 1.744], [-6.355, -2.902, -0.663], [2.256, 0.570, -0.077], [1.667, 5.535, 0.062], [-5.515, -4.098, -2.901], [-4.392, -2.209, -0.446], [-5.548, -2.555, -1.500], [2.066, -0.989, 0.026], [3.923, 1.748, 2.586], [1.957, 4.972, 1.539], [-4.945, -3.906, -2.128], [1.632, 4.451, 0.592], [1.200, -2.209, -2.398], [-3.655, -2.695, -3.408], [1.754, 1.160, -0.973], [-1.219, 2.764, 1.786], [-0.259, 4.964, 1.393], [2.990, 2.671, 1.101], [2.260, -1.296, 1.269], [-4.923, -4.819, -1.577], [-0.426, -1.116, 0.495], [0.379, -1.972, -1.404], [-0.104, 3.999, -0.181], [-3.422, -3.423, -2.701], [2.801, -1.353, -0.677], [-2.533, -1.135, 0.873], [0.108, 4.068, 0.708], [-4.528, -1.101, -0.281], [-1.684, -1.359, 0.058], [-0.303, -0.434, 1.417]], "atomic_forces_ev_per_a": [[-1.0, 2.5, 2.9], [-0.9, -8.5, 1.7], [2.7, 3.9, 6.5], [-1.2, 0.2, 1.6], [-3.0, -4.3, -2.5], [2.9, -3.0, -1.1], [7.1, 4.3, -2.4], [3.2, 6.3, 14.1], [-1.2, 16.1, -4.1], [-3.9, -5.9, -10.3], [7.7, -2.7, -2.8], [0.0, -3.1, 4.7], [-0.5, -0.7, -0.7], [-0.6, -0.6, -1.2], [1.2, 3.5, 5.6], [-1.5, 3.9, -3.4], [-1.1, 0.0, -2.5], [0.8, 0.9, -2.6], [-4.0, -0.8, -5.6], [-0.4, -2.3, 0.1], [-2.8, -1.3, -4.3], [-0.8, 3.1, -9.8], [1.4, -8.0, 8.7], [-0.2, 2.1, 2.2], [4.5, -11.7, 8.4], [-0.1, -1.3, -0.2], [2.3, 4.1, 0.4], [-5.2, 9.5, 2.9], [-2.1, 0.5, 3.3], [0.7, 0.0, -2.5], [1.9, -2.6, 3.4], [2.4, -0.4, 0.4], [0.0, -1.3, -2.5], [-1.3, -3.5, -6.0], [-0.4, 1.0, -4.0], [0.3, -0.1, 1.2], [1.3, 3.1, -0.1], [-3.7, -8.1, -17.0], [-3.9, -1.0, -9.0], [-6.4, 2.8, 6.3], [0.3, -0.6, 0.3], [1.8, -0.3, -1.9], [4.8, 2.8, 12.4], [1.0, -1.2, 0.2], [-1.9, 4.0, 10.5], [0.0, -1.5, -1.4]], "total_charge": 0, "energy_ha": -952.00753, "smiles": "CCCCn1nnnc1NCc1ccc(N2CCCC2)cc1", "lumo_energy_ev": 0.51, "homo_lumo_gap_ev": 8.34}

***

{"formula": "C16H24N7O2RhS", "method": "ωB97M-V/def2-TZVPD", "species": ["H", "C", "H", "H", "C", "H", "C", "N", "H", "N", "H", "H", "H", "H", "H", "C", "N", "O", "H", "C", "H", "C", "O", "C", "S", "N", "C", "Rh", "H", "C", "C", "H", "H", "C", "H", "N", "H", "H", "C", "H", "C", "C", "C", "N", "H", "H", "N", "H", "C", "H", "H"], "xyz": [[-4.188, 1.073, -0.471], [1.371, -1.433, -2.849], [-4.212, -1.400, -3.177], [1.357, 4.525, 1.525], [3.470, -0.324, 4.020], [-0.122, 5.326, -0.345], [4.259, -1.431, 3.642], [-2.029, 0.340, -2.985], [-1.253, 3.578, -1.769], [1.098, 2.536, 1.115], [1.661, 0.760, 3.700], [5.966, -2.501, 4.048], [-1.547, 1.058, -3.522], [4.393, -3.140, 2.328], [-2.226, 1.279, 0.734], [0.863, 3.818, 0.869], [-2.319, 0.394, 0.236], [-0.189, -1.832, 0.989], [3.340, -1.725, -3.441], [-3.756, 0.150, -0.087], [5.731, -1.119, 5.039], [2.608, -2.030, 1.984], [-0.552, 0.102, 2.492], [0.491, 1.687, 0.308], [0.329, -0.647, 1.628], [-0.346, 2.042, -0.687], [2.412, -2.293, -3.367], [-0.843, 0.186, -1.181], [-2.043, -0.294, 0.941], [1.841, -0.927, 2.374], [-4.292, -0.554, -2.489], [2.551, -3.135, -2.689], [3.807, 0.322, 4.819], [2.274, -0.078, 3.397], [-3.026, -1.630, -1.056], [0.579, 0.327, 0.263], [2.126, -2.658, -4.353], [-4.247, -0.064, 0.862], [-3.489, 0.613, -3.028], [2.239, -2.698, 1.218], [3.802, -2.278, 2.609], [0.033, 4.273, -0.168], [-3.927, -1.005, -1.073], [0.540, -0.752, -2.448], [-5.342, -0.257, -2.509], [-1.855, -0.521, -3.503], [5.432, -1.677, 4.259], [-4.724, -1.658, -0.721], [-0.585, 3.333, -0.955], [-3.792, 0.803, -4.059], [-3.669, 1.531, -2.467]], "atomic_forces_ev_per_a": [[0.0, 0.0, 0.0], [-0.1, 0.1, 0.0], [0.0, 0.0, 0.0], [0.0, 0.0, 0.0], [0.0, 0.0, 0.0], [0.0, 0.0, 0.0], [0.0, 0.0, 0.0], [0.0, -0.1, 0.1], [0.0, 0.0, 0.0], [-0.1, -0.1, 0.0], [0.0, 0.0, 0.0], [0.0, 0.0, 0.0], [0.0, 0.0, 0.0], [0.0, 0.0, 0.0], [0.0, 0.0, 0.0], [0.0, 0.0, 0.0], [0.1, 0.2, -0.1], [-0.1, -0.1, -0.1], [0.0, 0.0, 0.0], [0.0, 0.0, 0.0], [0.0, 0.0, 0.0], [0.0, 0.0, 0.0], [0.1, -0.1, 0.0], [0.3, 0.0, 0.2], [0.1, 0.3, 0.1], [0.2, -0.1, -0.5], [0.0, 0.0, 0.0], [-0.6, -0.2, 0.2], [0.0, 0.0, 0.0], [-0.1, -0.1, 0.0], [0.0, 0.0, 0.0], [0.0, 0.0, 0.0], [0.0, 0.0, 0.0], [0.0, 0.0, 0.0], [0.0, 0.0, -0.1], [-0.2, -0.2, 0.1], [0.0, 0.0, 0.0], [0.0, 0.0, 0.0], [-0.1, 0.0, -0.1], [0.0, 0.0, 0.0], [0.0, 0.0, 0.0], [0.0, 0.0, 0.0], [-0.1, 0.0, 0.0], [0.4, 0.4, 0.1], [0.0, 0.0, 0.0], [0.0, 0.0, 0.0], [0.0, 0.0, 0.0], [0.1, 0.0, 0.0], [0.0, 0.0, 0.0], [0.1, 0.0, 0.0], [0.0, 0.0, 0.0]], "total_charge": 2, "energy_ha": -1666.07664, "lumo_energy_ev": -7.91, "homo_lumo_gap_ev": 5.02, "de_lowest_kj_mol": 0.0}

***

{"formula": "C16H24N8", "method": "ωB97M-V/def2-TZVPD", "species": ["C", "C", "H", "C", "C", "C", "C", "H", "H", "H", "C", "N", "H", "N", "H", "C", "N", "C", "H", "H", "C", "C", "H", "C", "C", "N", "H", "H", "N", "H", "H", "H", "H", "H", "H", "H", "H", "H", "H", "N", "C", "H", "H", "N", "H", "C", "N", "C"], "xyz": [[-2.753, 2.534, -0.770], [4.170, 1.336, 0.178], [-1.596, -1.448, -1.662], [-0.736, -1.217, -2.372], [2.338, -1.888, 0.371], [-5.270, -0.639, 0.962], [5.124, 0.439, -0.576], [0.090, -1.905, -2.090], [3.254, -3.600, -0.453], [-1.008, -1.325, -3.414], [-0.370, 0.192, -2.211], [1.770, -0.931, 0.288], [2.675, 1.492, -3.240], [-0.231, 1.330, -2.143], [4.636, 2.257, 0.571], [-1.245, -1.179, 5.161], [-3.818, -1.188, -1.132], [2.174, -0.196, -4.309], [2.397, -3.885, 0.942], [-4.844, 0.188, 1.488], [-4.424, -0.964, -0.190], [0.789, 1.178, 3.041], [-1.163, 1.001, 2.248], [-1.920, -0.986, 3.870], [-0.314, 1.664, 2.178], [-2.674, 2.738, 0.366], [3.702, 0.759, 1.011], [-3.457, 1.314, -2.343], [1.370, -0.960, -4.651], [-3.932, 2.967, -2.416], [0.059, 1.626, 1.152], [-1.542, -0.386, 5.819], [3.378, 1.746, -0.536], [3.426, 1.301, -4.870], [-6.252, -0.510, 0.557], [-0.156, -1.095, 5.022], [-0.574, 2.636, 2.520], [4.002, 0.277, -3.492], [4.065, -3.066, 1.018], [-2.468, -1.112, 2.891], [3.078, -3.137, 0.507], [-2.283, 2.585, -2.768], [-5.349, -1.501, 1.614], [5.762, -0.171, -1.255], [-1.569, -2.148, 5.497], [3.130, 0.800, -3.896], [1.668, 0.750, 3.652], [-3.111, 2.324, -2.133]], "atomic_forces_ev_per_a": [[-0.6, 0.2, 2.1], [-0.4, 0.0, -0.6], [0.9, 0.4, -1.2], [-0.3, -0.4, 1.6], [2.6, -3.7, 0.4], [0.4, -1.2, -0.6], [-3.9, 4.0, 3.3], [-0.4, 0.7, -0.4], [0.2, 0.3, -0.6], [-0.1, -0.4, -0.1], [-0.3, -0.3, 0.1], [-2.3, 3.7, -0.4], [-0.3, 0.7, 0.8], [0.4, 0.0, 0.1], [0.3, -0.7, -0.1], [0.4, 0.7, -1.1], [0.3, -0.1, -0.5], [-1.8, -1.4, -0.4], [0.4, 0.4, 0.5], [-0.1, 0.6, 0.3], [-0.3, 0.2, 0.7], [0.0, -0.4, -0.2], [-0.2, -0.1, 0.1], [1.4, -0.6, 2.4], [1.2, -1.0, 0.3], [0.3, -0.2, -1.0], [0.2, 0.6, -0.8], [0.3, -0.2, 0.2], [1.2, 0.9, 0.4], [-0.3, 0.4, 0.2], [-0.2, 0.3, 0.0], [-0.2, 0.2, 0.6], [0.9, -1.0, 0.9], [-0.1, -0.2, 1.3], [-0.7, 0.7, 0.0], [-0.4, -0.3, 0.1], [-0.4, 0.9, -0.1], [-0.1, 0.4, 0.2], [-1.0, 0.2, -0.1], [-1.4, 0.2, -2.4], [0.0, -0.9, 0.1], [0.4, -0.2, -0.3], [0.3, -0.1, 0.2], [2.8, -2.8, -2.7], [0.1, -0.3, 0.5], [1.2, -0.4, -2.3], [-0.5, 0.3, -0.1], [-0.3, 0.0, -1.2]], "total_charge": 0, "energy_ha": -1062.03131, "smiles": "CC#N.CC#N.CC#N.CC#N.CC#N.CC#N.CC#N.CC#N", "lumo_energy_ev": 0.58, "homo_lumo_gap_ev": 11.71, "de_lowest_kj_mol": 76.3}